[1]
A cluster of 2 separate species, C7H8 in total at a distorted geometry. Source: the Open Molecules 2025 dataset; level of theory: the ωB97M-V functional and the def2-TZVPD basis.

Geometry as XYZ:
```
15
Properties=species:S:1:pos:R:3:forces:R:3
C 2.179 1.685 -1.521 0.75 -0.83 -1.07
C 1.010 1.746 -1.765 -0.21 0.94 0.86
C 0.029 -1.372 -1.696 -0.87 1.66 7.60
C -0.105 -1.071 -0.494 0.86 -0.93 -5.55
C -0.376 -0.594 0.797 -1.43 -1.63 1.47
C 0.403 -0.934 1.828 1.47 0.11 0.28
C -1.788 -0.025 0.972 0.84 2.33 3.49
H 3.176 1.374 -1.710 0.38 0.18 0.49
H 0.113 -1.510 -2.677 0.39 -0.69 -3.32
H 1.407 -1.400 1.698 -0.98 0.35 -0.25
H 0.205 -0.701 2.874 -0.42 0.09 -0.33
H 0.031 2.110 -1.658 -0.85 -0.17 -0.30
H -2.474 -0.156 0.150 0.00 -0.10 -0.10
H -1.537 1.079 1.163 -0.88 -1.04 -0.87
H -2.273 -0.232 2.038 0.97 -0.28 -2.41
```
Forces are in eV/Å.

Kohn-Sham gap in eV: 9.640
SMILES: C#CC(=C)C.C#C
2S+1: 1
Relative energy (zero: lowest compared OMol25 entry of this formula, charge and spin) in eV: 5.9302
Maximum force in Eh/bohr: 0.15216
E in Eh: -271.3135
HOMO energy in eV: -8.8

---

[2]
A cluster of 6 separate species, C38H64ClN8O8P in total at a distorted geometry. Source: the Open Molecules 2025 dataset; level of theory: the ωB97M-V functional and the def2-TZVPD basis.

Geometry as XYZ:
```
120
Properties=species:S:1:pos:R:3:forces:R:3
C -5.557 8.536 -1.157 -0.80 -0.08 -0.12
C -6.058 6.966 -1.197 1.04 1.33 0.67
O -5.113 6.186 -2.045 -2.43 -1.30 1.27
C -5.543 4.774 -1.877 -0.16 -1.21 -0.01
C -5.458 3.919 -3.313 0.27 0.58 -0.23
C -4.714 2.442 -3.118 1.58 -2.26 0.10
C -3.164 2.263 -3.722 -1.05 -2.15 1.08
C -2.349 3.491 -4.499 1.13 -0.81 0.90
N -2.335 3.329 -6.015 -0.65 1.93 0.67
C -3.636 3.768 -6.652 -0.35 -0.16 -1.61
C -2.341 0.857 -3.551 -3.81 -0.06 1.59
C -3.066 -0.388 -2.775 -1.35 2.75 -0.64
C -4.604 -0.247 -2.148 0.83 3.27 -2.59
P -5.257 -1.801 -1.230 4.18 -1.09 2.22
N -4.078 -2.196 -0.143 -1.66 -0.29 -1.64
C -5.469 1.173 -2.331 3.65 -0.61 -1.52
C -6.990 1.253 -1.709 0.75 -0.59 1.26
Cl -8.286 1.770 -2.985 1.41 -0.40 1.20
C -7.084 2.180 -0.321 0.09 -0.38 0.83
C -7.716 1.249 0.914 0.01 0.27 -0.12
C -2.006 -1.636 -2.739 -1.34 -2.49 1.26
O -2.169 -2.929 -2.429 1.39 8.74 -2.29
N -0.705 -0.908 -3.139 1.32 0.97 1.09
C 0.067 -0.317 -1.941 3.11 1.41 4.17
C -0.594 -0.054 -0.460 1.88 0.79 -0.31
C 0.185 0.579 0.846 2.68 -0.51 -3.93
C 1.774 0.979 0.680 -3.14 -1.91 -3.24
C 2.498 0.710 -0.793 -3.45 -0.76 -0.04
C 1.682 0.085 -2.108 -2.20 0.29 3.77
C -0.834 0.381 -3.978 0.93 1.90 -2.98
O 0.045 0.914 -4.849 -5.86 -3.80 6.20
H -6.520 9.219 -1.100 1.97 -1.36 -0.12
H -5.016 8.774 -2.171 -0.89 -0.42 2.15
H -4.906 8.795 -0.203 -1.16 -0.72 -2.23
H -7.152 6.925 -1.611 2.06 -0.17 0.72
H -5.972 6.532 -0.107 -0.54 0.80 -2.04
H -6.655 4.779 -1.442 2.46 -0.24 -1.10
H -4.839 4.184 -1.116 -1.41 1.54 -1.43
H -4.843 4.640 -4.039 -1.11 -1.95 1.64
H -6.525 3.822 -3.833 2.35 -0.09 1.39
H -1.213 3.358 -4.157 -2.51 0.19 -0.68
H -2.666 4.558 -4.135 0.17 -2.04 -0.58
H -1.618 4.027 -6.379 -1.02 -1.35 0.84
H -4.418 2.869 -6.703 1.64 2.10 0.44
H -3.384 4.029 -7.789 -0.59 -0.62 2.44
H -4.090 4.745 -6.194 0.63 -1.83 -0.64
H -5.389 -2.971 -2.083 -0.70 1.32 -0.02
H -6.446 -1.583 -0.447 0.15 0.38 -1.29
H -3.747 -3.165 -0.359 -0.28 1.23 0.19
H -7.358 0.173 -1.357 1.05 2.45 -1.17
H -7.755 3.141 -0.476 1.40 -2.13 0.20
H -6.023 2.524 0.065 -2.03 -0.73 -1.25
H -7.389 0.109 0.822 -0.80 2.49 0.05
H -7.298 1.599 1.976 -1.11 -0.56 -2.43
H -8.894 1.367 0.856 2.51 -0.54 0.38
H -1.750 -0.305 -0.300 2.76 0.43 -0.44
H -0.359 0.744 1.894 1.21 -0.53 -2.66
H 2.310 1.440 1.614 -0.90 -1.06 -2.37
H 3.637 0.986 -0.922 -2.78 -0.65 0.29
H 2.172 -0.107 -3.157 -0.92 0.54 2.41
C 2.301 -4.992 -2.724 -0.32 -0.59 0.57
O 3.484 -5.302 -2.782 -0.71 -0.04 0.21
N 1.344 -5.629 -1.963 0.90 0.79 -0.87
C -0.039 -5.199 -1.949 0.21 -0.05 0.00
C 1.731 -6.764 -1.152 0.31 0.00 -0.15
H 1.899 -4.143 -3.301 -0.11 -0.04 0.08
H -0.314 -4.928 -0.925 -0.20 0.07 -0.14
H -0.670 -6.025 -2.292 -0.15 0.14 0.05
H -0.191 -4.336 -2.602 0.08 -0.19 0.18
H 2.502 -6.448 -0.442 -0.05 -0.23 0.01
H 2.148 -7.540 -1.802 -0.01 -0.05 0.28
H 0.870 -7.163 -0.609 0.15 0.13 -0.16
C 5.723 1.246 1.354 -0.12 -0.77 0.57
O 4.630 1.602 0.933 0.81 -0.28 0.56
N 5.947 0.179 2.198 -0.05 1.32 -0.99
C 7.275 -0.179 2.652 -0.17 -0.06 0.05
C 4.819 -0.611 2.645 -0.27 0.13 -0.20
H 6.649 1.778 1.076 0.04 -0.11 0.07
H 7.495 -1.200 2.330 0.18 0.08 0.13
H 7.302 -0.123 3.744 0.27 -0.09 -0.10
H 8.028 0.498 2.240 -0.17 -0.09 0.07
H 4.311 -1.033 1.772 -0.12 -0.02 0.22
H 4.119 0.039 3.179 -0.07 -0.22 -0.03
H 5.149 -1.418 3.305 0.04 0.21 -0.15
C -1.156 1.878 4.591 -0.63 0.25 -0.54
O -0.652 1.028 3.868 -0.53 0.68 0.45
N -2.246 2.658 4.269 1.19 -0.72 0.60
C -2.784 3.645 5.182 -0.01 -0.09 -0.20
C -2.874 2.488 2.975 0.21 -0.27 -0.17
H -0.757 2.088 5.596 -0.10 0.06 -0.03
H -3.825 3.394 5.401 0.04 0.19 0.12
H -2.735 4.630 4.708 -0.09 0.03 0.20
H -2.216 3.668 6.116 -0.05 -0.07 -0.19
H -3.221 1.454 2.881 -0.02 0.12 -0.19
H -2.136 2.684 2.192 -0.21 -0.06 -0.08
H -3.720 3.172 2.863 0.19 -0.08 0.13
C 4.102 -9.511 -0.024 0.05 -0.37 -0.70
O 2.908 -9.768 -0.111 0.93 0.06 -0.17
N 5.068 -9.874 -0.940 -0.80 0.46 1.09
C 6.463 -9.531 -0.764 -0.15 -0.09 -0.16
C 4.674 -10.623 -2.115 -0.34 0.00 0.06
H 4.509 -8.946 0.830 0.11 -0.02 -0.08
H 6.788 -8.922 -1.613 0.17 -0.02 0.14
H 7.052 -10.452 -0.727 0.15 0.16 0.02
H 6.618 -8.969 0.161 -0.12 -0.09 -0.15
H 3.944 -10.038 -2.682 0.06 -0.20 -0.07
H 4.207 -11.561 -1.800 0.00 0.05 -0.21
H 5.542 -10.837 -2.745 -0.11 0.11 0.20
C 9.376 0.542 6.351 -0.27 0.61 -0.35
O 9.751 0.262 5.220 -0.45 0.44 0.74
N 8.652 1.662 6.699 0.71 -1.21 -0.11
C 8.245 1.922 8.065 -0.01 0.09 -0.21
C 8.285 2.611 5.668 0.16 -0.14 -0.25
H 9.601 -0.111 7.210 -0.06 0.10 0.05
H 7.153 1.980 8.104 0.07 0.04 0.22
H 8.675 2.875 8.386 -0.12 -0.08 0.18
H 8.587 1.130 8.736 -0.02 0.10 -0.18
H 7.681 2.099 4.913 0.05 0.23 -0.04
H 9.195 2.990 5.194 -0.20 0.06 -0.08
H 7.716 3.443 6.093 0.12 -0.22 0.00
```
Forces are in eV/Å.

Kohn-Sham gap in eV: 6.220
SMILES: CCOCCc1c(CNC)c2c(c([PH2]=N)c1[C@H](Cl)CC)C(=O)N(c1ccccc1)C2=O.CN(C)C=O.CN(C)C=O.CN(C)C=O.CN(C)C=O.CN(C)C=O
2S+1: 1
Maximum force in Eh/bohr: 0.18154
E in Eh: -3326.9369
HOMO energy in eV: -7.8

---

[3]
A structure of composition C32H41N4OS3Si2TeZr at a distorted geometry. Source: the Open Molecules 2025 dataset; level of theory: the ωB97M-V functional and the def2-TZVPD basis.

Geometry as XYZ:
```
85
Properties=species:S:1:pos:R:3:forces:R:3
Zr -0.132 -0.161 -0.164 0.27 -0.96 -1.11
C 1.033 -1.251 2.057 0.17 0.03 0.20
C 2.076 -1.338 1.130 0.18 -0.02 0.12
C 2.112 -2.395 0.215 0.08 -0.21 0.18
C 1.130 -3.377 0.244 0.25 0.06 0.12
C 0.102 -3.303 1.178 0.08 0.10 0.11
C 0.042 -2.238 2.068 -0.07 -0.16 0.18
H 1.058 -0.499 2.844 -0.08 0.01 -0.22
H 2.907 -0.641 1.177 -0.14 0.03 -0.07
H 2.938 -2.483 -0.477 -0.08 0.12 -0.05
H 1.190 -4.224 -0.424 -0.04 0.04 -0.11
H -0.625 -4.099 1.236 -0.14 0.01 -0.04
H -0.720 -2.232 2.838 -0.05 0.12 -0.13
S -1.934 0.859 -1.651 0.46 -0.28 -0.06
C -1.948 -0.775 -2.275 -0.44 0.08 -0.34
S -1.558 -2.011 -1.100 0.34 0.26 -0.14
C -2.229 -1.043 -3.584 0.32 0.24 1.06
C -2.510 0.013 -4.474 -0.11 0.43 -0.27
N -2.730 0.910 -5.155 -0.07 0.24 -0.23
C -2.156 -2.357 -4.083 -0.01 -0.46 -0.06
N -2.068 -3.437 -4.456 0.02 -0.44 -0.16
C -5.769 0.380 2.969 0.25 -0.56 -0.52
Si -5.409 -0.887 1.588 -0.10 0.07 -0.03
C -6.497 -2.430 1.787 0.43 0.62 -0.13
C -5.607 -0.035 -0.101 0.10 -0.36 0.64
C -3.564 -1.433 1.705 -0.63 0.43 -0.20
Te -2.382 0.377 1.595 -1.19 -0.19 1.79
C -2.137 0.401 3.754 0.45 0.60 -0.14
Si -1.418 2.074 4.320 0.35 0.11 0.02
C -1.081 2.086 6.189 -0.25 -0.04 -0.70
C -2.668 3.421 3.815 0.43 -0.49 0.19
C 0.260 2.280 3.414 -0.72 -0.11 0.20
H -6.782 0.754 2.878 -0.22 0.09 -0.08
H -5.093 1.231 2.910 0.04 0.14 -0.03
H -5.679 -0.060 3.957 0.04 -0.14 0.22
H -7.542 -2.142 1.758 -0.25 0.06 -0.01
H -6.321 -2.930 2.735 0.08 -0.03 0.18
H -6.330 -3.150 0.993 0.07 -0.09 -0.17
H -6.635 0.269 -0.263 -0.23 0.07 0.01
H -5.334 -0.700 -0.916 0.09 -0.15 -0.15
H -4.983 0.857 -0.169 0.03 0.05 0.01
H -3.288 -2.073 0.871 0.03 0.05 -0.03
H -3.340 -1.939 2.642 0.18 0.12 0.09
H -1.526 -0.436 4.084 0.12 -0.13 -0.09
H -3.128 0.275 4.175 -0.30 -0.07 -0.08
H -1.986 1.920 6.763 -0.22 -0.02 0.08
H -0.678 3.048 6.487 0.09 0.23 0.03
H -0.362 1.327 6.484 0.14 -0.16 -0.05
H -3.423 3.534 4.587 -0.16 -0.03 0.18
H -3.191 3.172 2.892 0.00 -0.01 -0.10
H -2.196 4.391 3.693 0.14 0.16 -0.04
H 1.046 1.747 3.943 0.11 -0.19 0.15
H 0.564 3.321 3.390 0.04 0.27 -0.03
H 0.240 1.919 2.383 -0.02 0.10 0.16
C 9.351 -2.792 -5.321 0.17 -0.27 -0.06
C 7.957 -2.438 -4.919 -0.35 0.34 0.19
O 7.127 -3.171 -4.466 0.13 -0.41 0.00
S 7.639 -0.689 -5.143 -0.26 0.38 -0.02
C 6.014 -0.566 -4.420 0.45 -0.04 -0.18
C 4.930 -1.212 -4.996 -0.06 0.01 0.07
C 3.690 -1.151 -4.388 -0.07 -0.03 -0.03
C 3.524 -0.436 -3.200 0.32 0.03 -0.10
C 4.619 0.246 -2.655 -0.15 0.02 0.02
C 5.856 0.180 -3.261 0.01 -0.04 -0.02
C 2.293 -0.418 -2.490 -0.19 -0.01 0.09
C 1.312 -0.387 -1.767 0.06 0.16 -0.24
H 9.336 -3.706 -5.913 -0.01 -0.02 -0.02
H 9.931 -2.988 -4.419 0.00 0.02 0.02
H 9.822 -1.988 -5.881 0.05 0.00 -0.03
H 5.060 -1.782 -5.902 0.01 -0.02 -0.07
H 2.847 -1.662 -4.831 -0.05 -0.03 0.04
H 4.497 0.819 -1.744 -0.02 -0.03 0.02
H 6.704 0.686 -2.825 0.08 0.03 0.02
C -1.451 3.538 0.126 -0.13 -0.07 -0.17
C -0.096 3.134 -0.323 -0.21 0.40 0.02
N 0.585 2.062 0.085 -0.24 -0.14 -0.28
C 1.844 2.176 -0.479 0.52 0.60 -0.17
C 1.897 3.301 -1.242 0.53 -0.62 0.29
N 0.671 3.889 -1.129 -0.39 -0.25 0.31
H -1.586 3.259 1.172 -0.03 0.12 -0.10
H -2.233 3.061 -0.472 0.03 0.05 0.13
H -1.577 4.613 0.019 0.02 0.06 0.08
H 2.629 1.476 -0.249 -0.09 0.04 -0.19
H 2.684 3.718 -1.836 0.15 0.07 -0.08
H 0.389 4.738 -1.593 -0.10 -0.02 0.11
```
Forces are in eV/Å.

Kohn-Sham gap in eV: 6.779
2S+1: 1
Relative energy (zero: lowest compared OMol25 entry of this formula, charge and spin) in eV: 1.4191
Maximum force in Eh/bohr: 0.04200
Total charge: +1
E in Eh: -3626.6995
HOMO energy in eV: -10.7